# 1
Here is C28H30F6N4O6RuS2Sb as an isolated structure at a distorted geometry from the Open Molecules 2025 dataset. Energies are from wB97M-V/def2-TZVPD.

The calculation puts the LUMO energy (spin up / spin down) at -3.57 / -6.54 eV. Its relative energy (zero: lowest compared OMol25 entry of this formula, charge and spin) is 0.6992 eV. Its expectation value of S² is 6.038. The multiplicity is 5. As for the total charge: +1. The value obtained for the HOMO-LUMO gap (spin up / spin down) is 7.63 / 4.72 eV.

Each line ends with the Löwdin spin population.
Atoms and positions in Å:
Ru 0.349144 0.476782 0.226353  2.37
C 4.334344 0.153182 -0.987247  0.00
C 3.542544 -0.332918 -2.162547  0.01
C 4.163344 -0.993818 -3.210547  0.00
C 3.444344 -1.424518 -4.316247  0.01
C 2.069844 -1.262718 -4.343347  0.00
C 1.403344 -0.620918 -3.309547  0.01
C -0.078156 -0.501218 -3.344147  0.00
C 2.154144 -0.079518 -2.243547  0.01
N 1.596944 0.821982 -1.328747  0.12
C 1.981344 2.121082 -1.497447  0.02
O 2.604444 2.544482 -2.451147  0.07
C 1.613944 2.979282 -0.324047  0.02
C 1.919544 4.327082 -0.180847  0.00
C 1.589944 4.952382 1.014853  0.02
C 0.927244 4.239682 2.005953  0.00
C 0.626544 2.907182 1.770353  0.02
N 1.001844 2.307382 0.645453  0.03
C -0.204556 2.064682 2.685353  0.03
O -0.556956 2.439082 3.784453  0.08
N -0.452756 0.830782 2.159453  0.22
C -1.390056 0.011282 2.744353  0.19
C -0.972856 -1.258918 3.231153  0.11
C 0.483444 -1.514018 3.474553  0.01
C -1.915256 -2.169618 3.663353  0.02
C -3.270856 -1.853318 3.638753  0.18
C -3.662056 -0.565218 3.320653  0.00
C -2.753356 0.404182 2.922753  0.11
C -3.222356 1.805482 2.779753  0.01
H 5.160744 -0.522318 -0.775447  0.00
H 3.703344 0.243182 -0.095647  0.00
H 4.757944 1.131682 -1.214147  0.00
H 5.232344 -1.144318 -3.174847  0.00
H 3.947644 -1.900618 -5.143047  0.00
H 1.495444 -1.621418 -5.183747  0.00
H -0.497856 -1.144518 -4.112847  0.00
H -0.370956 0.526882 -3.549647  0.00
H -0.512756 -0.760418 -2.375747  0.00
H 2.416944 4.846882 -0.987847  0.00
H 1.829644 5.993882 1.166353  0.00
H 0.627544 4.683582 2.943853  0.00
H 0.674744 -1.361418 4.538153  0.00
H 1.115044 -0.809618 2.922153  0.00
H 0.757044 -2.541518 3.233753  0.00
H -1.588856 -3.120118 4.062053  0.00
H -4.009056 -2.582518 3.932353  0.01
H -4.699856 -0.286318 3.394553  0.00
H -4.306256 1.841782 2.711653  0.00
H -2.800256 2.319682 1.922953  0.00
H -2.906956 2.350982 3.672253  0.01
F -4.069956 3.771882 -1.287347  0.00
C -3.024156 3.234682 -1.890047  0.00
F -3.430856 2.617382 -2.989647  0.00
F -2.173756 4.199682 -2.221647  0.00
S -2.132156 2.041682 -0.757547  0.01
O -1.105656 1.444582 -1.572847  0.06
O -1.631356 2.840182 0.319453  0.02
N -3.254856 1.032382 -0.323547  0.00
S -3.005956 -0.508918 -0.318447  0.01
O -3.823056 -1.220218 0.592753  0.01
O -1.584856 -0.853318 -0.266347  0.07
C -3.514256 -1.145518 -2.014347  0.00
F -2.942756 -2.338218 -2.185947  0.00
F -3.111856 -0.352718 -3.002747  0.00
F -4.824556 -1.284018 -2.084547  0.00
C 1.308744 -3.271818 -1.654647  0.02
Sb 0.973344 -2.174618 0.172353  0.07
C 2.828244 -2.724818 1.179653  0.01
C -0.407656 -3.652718 0.898453  0.02
H 1.410144 -4.316118 -1.372147  0.00
H 2.204644 -2.942218 -2.170247  0.00
H 0.442944 -3.150918 -2.298847  0.00
H 2.735144 -3.737818 1.554053  0.00
H 3.068844 -2.056518 2.002653  0.00
H 3.628944 -2.684118 0.451153  0.00
H 0.132444 -4.419518 1.443553  0.00
H -0.872156 -4.087418 0.018253  0.00
H -1.176256 -3.213618 1.523353  0.00

Atomic forces in eV per Å
0.7 -0.4 -1.0
0.0 0.1 0.0
-0.7 0.1 0.0
0.0 -0.2 -0.1
-0.1 0.1 0.2
0.2 0.0 0.1
0.4 0.3 0.4
-0.1 0.2 0.0
1.0 -1.0 -1.3
-1.1 -0.8 1.4
0.5 0.6 -0.6
-0.3 0.1 0.6
0.3 0.4 -0.1
0.0 -0.4 0.0
-0.1 -0.1 -0.1
0.0 -0.4 0.0
0.1 0.6 0.4
0.1 0.8 0.1
0.0 1.0 0.5
0.2 -0.1 -0.3
-0.5 -1.4 0.3
0.3 0.6 0.0
0.1 -1.0 0.3
0.0 0.1 -0.2
0.6 0.2 -0.2
0.1 0.1 0.1
0.2 0.7 -0.1
-0.8 -0.1 0.6
-0.1 0.2 0.0
0.0 0.0 0.0
0.2 0.0 -0.1
0.0 0.1 0.1
0.1 -0.1 0.0
0.1 -0.1 -0.1
-0.1 -0.1 -0.1
-0.1 -0.1 0.0
-0.1 0.0 -0.1
0.0 0.0 -0.2
0.0 -0.1 0.0
0.0 0.1 0.0
0.0 0.0 0.0
0.1 0.0 0.0
-0.1 -0.3 0.2
0.0 0.0 0.0
0.0 -0.1 0.0
-0.1 -0.1 0.1
-0.2 0.0 0.0
0.0 0.0 0.0
0.0 0.0 0.1
-0.1 0.0 0.0
0.0 -0.1 0.3
-0.1 0.0 -0.1
0.1 -0.2 0.1
0.1 -0.2 0.1
-0.8 0.8 -0.7
0.4 0.0 -0.2
-0.4 0.5 0.2
-0.2 0.1 0.2
0.0 -0.6 -1.1
-0.6 0.0 0.2
0.2 0.1 0.0
0.1 -0.1 -0.2
0.0 0.0 0.2
0.0 0.2 0.3
-0.1 0.1 0.2
0.0 0.4 0.3
0.8 -1.3 -0.2
-0.5 0.3 -0.2
0.0 0.5 0.0
0.0 -0.1 0.1
0.0 0.1 0.0
-0.1 0.0 -0.1
-0.1 -0.2 0.0
-0.1 0.0 0.0
0.1 0.0 -0.2
0.1 -0.1 0.0
0.0 0.0 -0.1
0.0 0.0 0.0


# 2
Here is a 2-piece molecular cluster, CH7N2S overall at a distorted geometry from the Open Molecules 2025 dataset. Energies are from wB97M-V/def2-TZVPD.

The calculation puts the LUMO energy at -4.19 eV. Its relative energy (zero: lowest compared OMol25 entry of this formula, charge and spin) is 0.4436 eV. As for the total charge: +1. The value obtained for the HOMO-LUMO gap is 8.36 eV.

Each line ends with the Mulliken charge.
Atoms and positions in Å:
C 0.531608 1.169984 0.119372  0.26
N 0.708234 0.850527 -1.145237  -0.32
N 1.496492 1.003872 0.994171  -0.35
S -2.374049 -2.699384 -0.517426  -0.27
H -0.454404 1.371687 0.392559  0.37
H -0.155358 0.927007 -1.673539  0.27
H 1.598533 0.604359 -1.562702  0.25
H 2.374129 0.649598 0.649720  0.22
H -3.478339 -3.002861 0.153082  0.17
H 1.596276 1.233123 2.043762  0.29
H -1.843121 -2.107912 0.546237  0.11

Atomic forces in eV per Å
2.1 -1.6 -0.1
-1.1 0.7 0.5
0.9 0.6 2.2
0.2 0.0 -0.4
-1.3 0.8 0.8
0.7 -0.2 -0.6
-0.3 0.0 -0.1
0.2 0.0 -0.2
-0.3 -0.1 0.1
-1.2 -0.2 -2.5
0.1 0.1 0.3


# 3
Here is one molecule with the formula C26H30N4O4S from the Open Molecules 2025 dataset. Energies are from wB97M-V/def2-TZVPD.

The calculation puts the LUMO energy at 0.42 eV. Its relative energy (zero: lowest compared OMol25 entry of this formula, charge and spin) is 0.0000 eV. As for the total charge: 0. The value obtained for the HOMO-LUMO gap is 8.48 eV.

Each line ends with the Mulliken charge.
Atoms and positions in Å:
C -5.584472 -1.553807 0.855221  -1.76
C -4.134141 -1.849102 0.615461  0.67
C -3.638697 -2.011837 -0.671761  -0.62
C -2.306359 -2.301534 -0.902373  -0.47
C -1.428768 -2.431208 0.168575  0.41
N -0.065487 -2.703911 0.019706  0.09
C 0.587747 -3.031562 -1.117187  0.48
O 0.079623 -3.244329 -2.195769  -0.67
C 2.083310 -3.310675 -0.937960  -0.76
S 2.989932 -2.202204 0.170461  -0.18
C 2.416259 -0.667594 -0.442415  0.34
N 1.516574 -0.724212 -1.355590  -0.17
C 0.997844 0.435084 -1.846209  -0.02
C -0.003362 0.379650 -2.822545  -0.20
C -0.538905 1.549378 -3.308958  -0.60
C -0.095386 2.788806 -2.842062  -0.64
C 0.884232 2.856264 -1.877769  -0.75
C 1.441694 1.680528 -1.369428  0.76
C 2.462104 1.727334 -0.333150  0.20
O 2.895644 2.746760 0.169295  -0.69
N 2.939874 0.475230 0.079950  0.17
C 3.974452 0.452547 1.099384  -1.45
C 3.434049 0.152648 2.500565  -0.40
C 2.219380 1.020200 2.832489  -0.69
C 0.990399 0.480532 2.118223  -0.16
O 0.776872 -0.717360 2.014228  -0.56
N 0.159044 1.407493 1.618103  0.08
C -1.080471 1.080953 0.953418  1.16
C -2.170991 2.079700 1.363008  0.24
C -3.452466 1.869738 0.554172  -0.36
C -3.197442 2.745446 -0.671649  -0.36
C -2.368699 3.892052 -0.087523  -0.60
O -1.742561 3.405161 1.091837  -0.55
C -1.917908 -2.276014 1.465590  -0.67
C -3.251642 -1.990079 1.680696  -0.31
H -5.713453 -0.938455 1.743136  0.40
H -6.023507 -1.041080 0.002297  0.35
H -6.133868 -2.483261 1.008459  0.43
H -4.307798 -1.909551 -1.514391  0.35
H -1.944440 -2.433101 -1.907506  0.50
H 0.483119 -2.478016 0.843611  0.20
H 2.550703 -3.276521 -1.921994  0.39
H 2.214413 -4.307536 -0.512014  0.45
H -0.326701 -0.589473 -3.166489  0.51
H -1.311177 1.512177 -4.063600  0.43
H -0.525039 3.694854 -3.243198  0.44
H 1.243391 3.800430 -1.496462  0.52
H 4.723390 -0.293656 0.820203  0.44
H 4.425436 1.448779 1.085924  0.50
H 4.237617 0.333359 3.214623  0.52
H 3.137676 -0.895423 2.571220  0.22
H 2.400316 2.060207 2.561492  0.32
H 2.017849 0.967056 3.904840  0.52
H 0.365260 2.393566 1.687043  0.46
H -1.362436 0.065587 1.238623  -0.76
H -0.943730 1.115726 -0.133437  -0.75
H -2.332095 2.005882 2.444748  0.49
H -4.311486 2.240616 1.113718  0.51
H -3.608569 0.822583 0.307123  -0.25
H -2.620330 2.197372 -1.416947  -0.11
H -4.115144 3.102107 -1.133130  0.56
H -3.004775 4.741144 0.192518  0.32
H -1.596331 4.244854 -0.776808  0.29
H -1.239534 -2.367328 2.300678  0.37
H -3.614094 -1.871196 2.691934  0.39

Atomic forces in eV per Å
0.0 -0.1 0.0
0.0 0.0 -0.1
-0.1 0.1 0.3
0.1 0.0 -0.2
-0.3 0.0 0.0
0.0 -0.1 0.5
0.4 -0.4 0.1
-0.2 -0.1 -0.2
0.2 0.4 -0.2
0.3 -0.4 0.3
-0.4 -0.4 -0.7
0.4 -0.2 0.1
0.1 0.8 0.1
0.0 0.1 0.0
0.0 -0.1 0.0
0.0 0.2 0.1
0.1 0.0 0.1
-0.3 -0.3 -0.4
0.1 0.1 0.0
0.0 0.2 0.0
0.0 0.3 -0.1
0.4 0.0 0.5
-0.1 0.1 -0.1
0.1 -0.3 0.0
0.0 0.6 0.2
0.0 -0.4 0.1
-0.2 0.3 0.0
-0.4 0.1 0.1
0.0 -0.7 0.0
0.2 0.2 0.1
0.1 0.1 0.1
-0.2 0.3 -0.3
0.2 0.0 0.2
0.0 -0.2 -0.1
0.0 0.0 -0.1
-0.1 0.1 0.0
-0.1 0.1 0.0
-0.1 0.0 0.0
-0.1 0.0 -0.1
0.0 0.0 0.0
0.1 0.0 -0.2
-0.2 0.0 0.1
0.0 0.0 0.0
0.0 -0.1 0.0
-0.1 0.0 -0.1
0.0 0.1 0.0
0.0 0.1 0.0
0.0 0.1 0.0
0.0 -0.3 -0.1
0.0 0.0 0.0
0.1 0.1 0.1
0.0 0.0 0.1
-0.1 0.0 0.0
0.2 -0.1 0.1
0.0 0.2 -0.1
-0.1 0.0 0.0
0.0 0.0 -0.1
0.0 0.0 0.0
-0.1 -0.1 0.0
0.0 0.0 0.0
0.0 0.0 -0.1
0.1 -0.1 -0.1
-0.1 0.0 0.0
0.1 0.0 0.1
0.0 0.0 0.1